Below is 6 unconnected molecules or ions with the total composition C34H86N6O11 in a non-equilibrium geometry, with properties calculated with wB97M-V/def2-TZVPD.

Structure (XYZ):
```
137
Properties=species:S:1:pos:R:3
C 7.585 16.906 -16.014
O 7.640 18.321 -15.875
C 8.953 18.795 -15.559
C 8.808 20.294 -15.329
N 8.378 20.889 -16.604
C 7.963 22.265 -16.417
C 9.057 23.308 -16.139
O 9.106 23.631 -14.751
C 10.414 24.150 -14.434
H 6.762 16.627 -16.666
H 7.400 16.429 -15.044
H 8.577 16.543 -16.292
H 9.544 18.630 -16.467
H 9.393 18.282 -14.700
H 9.743 20.595 -14.864
H 7.950 20.388 -14.651
H 7.628 20.321 -16.970
H 7.133 22.337 -15.693
H 7.378 22.625 -17.274
H 8.782 24.232 -16.654
H 10.012 22.930 -16.511
H 11.110 23.311 -14.429
H 10.349 24.691 -13.496
H 10.718 24.844 -15.221
C 2.109 20.258 -21.401
O 3.287 19.763 -22.011
C 3.115 18.361 -22.281
C 4.424 17.630 -22.127
N 5.097 17.884 -20.858
C 4.414 17.425 -19.611
C 4.721 18.417 -18.481
O 4.246 19.699 -18.827
C 4.525 20.707 -17.850
H 2.029 19.918 -20.362
H 1.196 20.001 -21.939
H 2.223 21.337 -21.283
H 2.600 18.205 -23.233
H 2.436 17.938 -21.533
H 5.183 17.876 -22.870
H 4.186 16.562 -22.120
H 5.074 18.882 -20.644
H 4.776 16.427 -19.371
H 3.329 17.550 -19.707
H 5.786 18.390 -18.225
H 4.126 18.123 -17.606
H 4.408 21.632 -18.416
H 5.488 20.677 -17.344
H 3.654 20.673 -17.188
C 16.374 30.016 -14.659
O 15.610 30.379 -15.807
C 15.621 29.397 -16.840
C 15.113 28.036 -16.411
N 14.933 27.055 -17.458
C 14.826 25.701 -16.896
C 14.112 24.731 -17.784
O 12.837 25.225 -18.131
C 12.006 24.477 -18.957
H 16.280 30.850 -13.961
H 17.438 29.992 -14.907
H 15.934 29.149 -14.173
H 16.658 29.360 -17.213
H 15.131 29.890 -17.684
H 14.176 28.213 -15.858
H 15.829 27.649 -15.685
H 14.045 27.196 -17.932
H 14.407 25.770 -15.884
H 15.857 25.341 -16.799
H 14.113 23.731 -17.334
H 14.626 24.585 -18.745
H 12.615 24.002 -19.741
H 11.253 25.099 -19.440
H 11.490 23.691 -18.392
C 11.003 27.875 -16.759
O 10.610 28.337 -15.506
C 11.248 29.539 -15.096
C 10.380 30.182 -14.040
N 10.315 29.230 -12.919
C 9.277 29.627 -11.921
C 7.904 29.076 -12.289
O 7.909 27.666 -12.200
C 6.898 27.058 -12.987
H 10.761 28.525 -17.608
H 10.537 26.912 -16.971
H 12.077 27.677 -16.875
H 11.354 30.240 -15.938
H 12.297 29.327 -14.866
H 9.402 30.272 -14.529
H 10.744 31.156 -13.721
H 9.886 28.356 -13.218
H 9.362 30.710 -11.817
H 9.567 29.187 -10.963
H 7.661 29.412 -13.307
H 7.091 29.475 -11.671
H 5.931 27.559 -12.984
H 6.861 26.031 -12.616
H 7.320 26.928 -13.992
C 11.586 20.836 -17.893
O 11.984 21.011 -16.552
C 13.235 20.434 -16.182
C 13.613 20.969 -14.798
N 12.507 20.790 -13.863
C 12.641 21.440 -12.582
C 13.886 20.959 -11.819
O 13.830 21.260 -10.444
C 13.764 22.641 -10.123
H 12.431 21.003 -18.566
H 10.710 21.424 -18.148
H 11.272 19.783 -17.936
H 14.035 20.682 -16.883
H 12.897 19.389 -16.148
H 13.937 22.012 -14.925
H 14.481 20.478 -14.353
H 11.625 20.891 -14.338
H 11.772 21.222 -11.955
H 12.632 22.540 -12.582
H 14.802 21.401 -12.233
H 13.927 19.872 -11.896
H 14.630 23.178 -10.505
H 13.625 22.713 -9.043
H 12.773 23.001 -10.426
C 4.315 23.043 -24.261
C 5.569 22.212 -23.878
C 6.013 22.360 -22.419
O 7.030 21.441 -22.087
C 7.547 21.519 -20.812
N 5.186 20.800 -24.033
H 3.600 22.943 -23.441
H 3.861 22.660 -25.169
H 4.603 24.090 -24.349
H 6.296 22.374 -24.673
H 5.136 22.155 -21.792
H 6.387 23.362 -22.160
H 8.437 20.896 -20.677
H 6.893 21.261 -19.974
H 8.010 22.490 -20.568
H 5.934 20.198 -23.704
H 4.386 20.488 -23.481
```

HOMO = -8.5586 eV
Molar mass = 755.09 g/mol
Maximum force = 2.301 eV Å⁻¹
Energy above the lowest of the compared OMol25 structures with the same formula, charge and spin = 33.6 kcal/mol
E = -68106.292 eV